# 1
DFT (wB97M-V/def2-TZVPD) results for C4H9NO2 as an isolated structure.

```
! RIJCOSX wB97M-V def2-TZVPD def2/J DEFGRID3
* xyz 0 1
C 0.65658 -0.73726 -1.80088
H -0.06925 0.08183 1.80794
H 1.42111 -0.04775 -2.17321
H 1.16468 -0.75172 0.97099
H -1.71685 -1.23556 -0.89481
H -1.65826 0.03185 1.48872
H 1.13716 -1.67320 -1.49776
C 0.73177 0.18824 0.58430
C -0.31517 1.41914 1.62626
H -0.02708 -0.95440 -2.63176
N -1.28911 0.70676 2.16480
O -1.11219 -1.03955 -0.16836
O 0.23009 2.46475 1.75537
H -0.59549 0.80138 -0.98236
H 1.55595 0.87328 0.38887
C -0.11396 -0.12778 -0.63811
*
```

* energy above the lowest of the compared OMol25 structures with the same formula, charge and spin: 109.9 kcal per mole
* HOMO level: -9.09 eV

What are the natural (NBO) partial charges on each atom? They are as follows, in elementary charge units: C -0.6295; H 0.4215; H 0.2210; H 0.2445; H 0.4801; H 0.3987; H 0.2158; C -0.6821; C 0.6975; H 0.2081; N -0.8098; O -0.7432; O -0.5321; H 0.1679; H 0.2571; C 0.0845



# 2
DFT (wB97M-V/def2-TZVPD) results for C37H64AsCl3NO7P2Pd as an isolated structure.

```
! RIJCOSX wB97M-V def2-TZVPD def2/J DEFGRID3
* xyz 1 5
H 0.25419 -2.19926 -3.10325
H -5.68783 2.26906 -2.23812
H 2.22751 -1.25859 -4.18634
C 0.51072 4.93800 -1.69339
C -0.62040 1.66929 -1.83532
C 4.60706 -4.26601 -0.06878
H -2.95302 0.09494 2.53074
H -5.67700 0.66048 -3.07006
C 0.86379 6.20034 -0.89799
H -0.57701 2.25847 -2.75174
O -3.32286 1.17278 -2.13123
H -5.21270 -2.05579 2.42382
H -4.44859 3.94464 -0.72280
H -5.28460 -0.55380 3.31601
C -3.51738 -1.81994 -0.43796
C 2.25096 -2.29878 -2.29608
C 3.42659 -0.70534 3.27913
H 2.37713 -3.23115 -2.87904
H 4.13291 0.19949 -1.63796
H 4.78689 -2.34629 3.14057
C 3.38005 -1.70907 0.05570
C 3.45259 1.98159 -0.73200
H 6.49605 -1.00727 1.76172
Pd -0.01211 -0.49995 0.71939
H -3.68386 -3.74821 1.55885
H 4.09182 2.47359 -1.47546
C -4.84402 -1.01553 2.43598
H 1.89981 6.12557 -0.52435
C -0.12707 -2.52004 4.78226
P 0.70157 2.26160 -0.76417
H -2.14205 5.47003 0.59988
H 3.17714 0.23323 2.74934
N 2.97754 -0.36320 0.00288
H -3.49596 2.81038 -3.43131
H 2.61572 2.33854 1.23259
H 2.48681 -0.15542 -2.83515
H -0.44547 0.60854 -2.04482
C -2.59114 -3.70493 1.53458
P -2.25540 1.75996 -1.06910
H 2.55459 -0.05071 0.88111
O 0.58950 -2.40035 1.11133
C 4.47482 -1.49955 2.48202
H -1.92754 -5.73601 1.20190
H -5.19567 -0.46389 1.53838
H 5.37287 -3.80750 1.87624
C -3.04486 5.44403 -0.03848
C 4.12810 -2.21298 1.16776
H -2.25663 -3.81457 2.60017
C 3.94787 0.55608 -0.63067
O 0.60226 3.83673 -0.66000
Cl -0.08350 -0.50061 3.42925
H -3.78036 -0.09229 -4.42845
O 0.53499 1.67214 0.60541
H 1.33869 3.86363 -3.41931
H 0.35548 -3.05698 -1.51860
H 1.41085 5.63940 -3.52229
H 0.73594 7.10025 -1.52908
H -2.95162 -1.45961 3.45209
C -3.44399 0.95703 -4.56820
H 0.95281 -5.59540 4.23143
C -2.89187 -2.21901 -1.76498
C -5.38544 1.72309 -3.15899
C 0.72687 -2.80149 2.34175
H 5.13539 -5.21070 -0.13855
C -3.88374 1.78952 -3.35993
O -2.48926 3.31620 -0.89359
H -5.89879 2.15926 -4.01321
H -3.92040 1.32266 -5.48936
H 5.47463 0.41224 2.07119
H 0.40584 -1.31280 -1.54721
H -2.80248 5.80284 -1.06224
H -2.80910 3.50890 1.88018
H -3.84282 6.10278 0.37007
C 0.30416 -2.09713 3.53209
C -3.53778 4.00776 -0.09980
C 2.73723 -1.16556 -3.21701
H -3.92209 -0.78931 -0.44724
C 1.49469 4.77877 -2.83931
H -4.31401 -2.50710 -0.12562
H 2.53454 4.79596 -2.43750
H 0.19350 6.26968 -0.03345
H -0.46186 -1.80761 5.53080
C 0.76708 -4.56500 4.01446
H 3.64222 -4.50541 -1.95650
H 2.51366 -1.27234 3.50669
H -3.66391 -2.34520 -2.55231
C 1.09161 -4.12280 2.74044
As -2.19749 -1.79724 1.05260
H 3.28951 3.81404 0.44871
Cl -0.03862 -4.49625 6.47192
O -2.37551 0.91555 0.17331
H -4.51025 4.03954 1.81674
C -1.98937 -4.77602 0.64936
C -3.30993 -0.94976 2.54342
C 3.77534 -3.84433 -1.09456
H 4.89921 0.56918 -0.09519
H -2.24209 -1.39749 -2.10237
H -2.33681 0.97367 -4.70599
C -3.74585 3.44120 1.29655
C 3.43512 2.72699 0.59578
H 3.81558 -1.25639 -3.40135
H -2.31080 -3.14362 -1.67042
H -2.62456 -4.93835 -0.24736
C 0.17042 -3.80502 5.00379
O 2.12554 1.94276 -1.41622
H -0.55786 4.92031 -2.01243
H 4.39837 2.57061 1.09608
H -4.08640 2.38757 1.26082
C 5.71367 -0.61249 2.41337
H 3.89027 -0.43393 4.24790
H 6.11610 -0.50781 3.43224
H -0.97092 -4.55490 0.33488
C 0.73751 -2.21233 -2.10240
C 4.74788 -3.46019 1.04768
C 3.12288 -2.57490 -1.06672
Cl 1.72827 -5.19937 1.61994
*
```

* <S²>: 6.030
* energy above the lowest of the compared OMol25 structures with the same formula, charge and spin: 69.5 kcal per mole
* HOMO level (spin up / spin down): -6.49 / -10.32 eV

Mulliken atomic charge list, values in e, 99 entries: H 0.7454; H 0.2666; H 0.5417; C 0.8735; C -0.1654; C -1.5004; H 0.2847; H 0.2703; C -1.3506; H 0.8500; O -0.1410; H 0.3413; H 0.0857; H 0.4135; C -0.6998; C 0.7185; C -0.9211; H 0.5265; H 0.2189; H 0.4393; C -0.2225; C 0.0011; H 0.2834; Pd 1.2707; H 0.7483; H 0.4168; C -1.2566; H 0.3310; C -0.9503; P 0.6114; H 0.2062; H -0.0046; N 2.2366; H 0.3114; H 0.1428; H 0.0432; H -0.2660; C -0.7032; P -0.4079; H -0.1550; O -0.0365; C 0.3697; H 0.3499; H 0.2183; H 0.4020; C -1.3459; C 1.3269; H 0.4059; C -0.9189; O 0.0161; Cl -0.1674; H 0.2295; O -1.5476; H 0.2630; H 0.0871; H 0.4975; H 0.4245; H 0.3883; C -1.2639; H 0.4863; C -0.5836; C -1.3225; C 0.5920; H 0.4102; C 0.6516; O 0.1035; H 0.4639; H 0.4546; H 0.2220; H -0.5362; H 0.2953; H 0.2721; H 0.4720; C -0.0170; C 0.6968; C -1.6372; H 0.0991; C -1.1928; H 0.7893; H 0.2341; H 0.2503; H 0.4849; C -0.9675; H 0.3227; H 0.0054; H 0.4573; C 0.0881; As 0.5067; H 0.2451; Cl -0.1877; O -0.3566; H 0.5069; C -1.0886; C -0.4775; C -1.5567; H 0.4194; H -0.2585; H 0.2594; C -1.1535